1.
Below is C3H8N2O2 in the gas phase in a non-equilibrium geometry, with properties calculated with the ωB97M-V functional and the def2-TZVPD basis.

Last column: Mulliken charge in e.
Cartesian coordinates (Å):
C 0.5510 0.0472 -0.3269  -0.333
C 1.0465 1.4824 -0.1772  -0.551
O 2.4047 1.6651 -0.4820  -0.504
N -0.8512 0.0209 -0.0332  -0.157
C -1.7060 -1.0891 0.0286  0.387
N -1.1326 -2.1230 0.7326  -0.388
O -2.7011 -1.2256 -0.6370  -0.590
H 1.1730 -0.7244 0.1268  0.332
H 0.7322 -0.1851 -1.3941  0.198
H 0.7619 1.7922 0.8345  0.354
H 0.4215 2.0690 -0.8598  0.253
H 2.7379 2.3553 0.0896  0.333
H -1.3287 0.9065 -0.0691  0.227
H -0.4157 -2.0329 1.4273  0.213
H -1.6934 -2.9584 0.7399  0.225

Calculated values
- net charge = 0
- E_LUMO (eV) = 0.661
- gap between HOMO and LUMO (eV) = 9.91
- HOMO (eV) = -9.248

***

2.
Below is a 2-piece molecular cluster, C4H5N3S overall in a non-equilibrium geometry, with properties calculated with the ωB97M-V functional and the def2-TZVPD basis.

Last column: Mulliken charge in e.
Cartesian coordinates (Å):
C -1.4769 0.6612 0.1564  -0.275
C -2.9090 0.7454 -0.0577  -0.267
C -1.0513 -0.6006 0.2246  0.143
C 2.9358 -0.0776 -0.2138  -0.628
N -3.4566 -0.4285 -0.2949  -0.414
N 1.0638 -1.2587 0.8260  -0.408
N 1.6621 -0.5164 0.2002  0.412
S -2.4571 -1.6680 0.0619  0.022
H -0.7014 1.4352 0.2941  0.290
H -3.4248 1.7221 -0.3488  0.301
H 3.0442 -0.6691 -1.1273  0.313
H 3.8177 -0.4239 0.4453  0.277
H 2.9534 1.0789 -0.1660  0.235

Calculated values
- net charge = 0
- E_LUMO (spin up / spin down) (eV) = -0.081 / -0.314
- gap between HOMO and LUMO (spin up / spin down) (eV) = 8.37 / 7.50
- HOMO (spin up / spin down) (eV) = -8.455 / -7.814

***

3.
Below is a 2-piece molecular cluster, C4H8N2 overall in a non-equilibrium geometry, with properties calculated with the ωB97M-V functional and the def2-TZVPD basis.

Last column: Mulliken charge in e.
Cartesian coordinates (Å):
C -0.6099 -0.0926 1.5975  -0.870
N 0.1342 0.3132 0.3978  -0.311
C -0.0084 -0.6571 -0.6791  -0.462
C 0.5777 1.8750 -1.7107  -0.389
C 0.4697 -2.0175 -0.3704  0.236
N 0.8961 -3.0695 -0.1486  -0.417
H -1.6836 -0.0772 1.3851  0.276
H -0.4186 0.5978 2.4229  0.302
H -0.3453 -1.1096 1.9299  0.309
H 1.1172 0.4071 0.6378  0.294
H -1.0654 -0.6975 -0.9616  0.340
H 0.5496 -0.2728 -1.5388  0.333
H -0.4859 2.1081 -1.9311  0.180
H 0.8726 2.6925 -1.0307  0.180

Calculated values
- net charge = 0
- E_LUMO (eV) = -0.770
- gap between HOMO and LUMO (eV) = 8.73
- HOMO (eV) = -9.505

***

4.
Below is an isolated ion of composition H2NO2S and charge -1 in a non-equilibrium geometry, with properties calculated with the ωB97M-V functional and the def2-TZVPD basis.

Last column: Mulliken charge in e.
Cartesian coordinates (Å):
N 0.9979 0.0877 -0.3892  -0.720
O -1.4531 0.8507 0.4853  -0.567
O -1.1181 -1.6525 0.1921  -0.587
S -1.0063 -0.2495 -0.4073  0.468
H 1.2368 1.1961 -0.3911  0.202
H 1.3428 -0.2324 0.5102  0.204

Calculated values
- net charge = -1
- E_LUMO (eV) = 4.308
- gap between HOMO and LUMO (eV) = 7.85
- HOMO (eV) = -3.540